[1]
C7H7ClN4O2 | ωB97M-V/def2-TZVPD

The energy above the lowest of the compared OMol25 structures with the same formula, charge and spin is 0.063 eV. The SMILES is [O-]/[N+](O)=N\Cl.N=C=Nc1ccccc1. For the LUMO energy, the calculation gives 0.5579 eV. The largest force on an atom is 3.72 eV Å⁻¹. For the frontier orbital gap, the calculation gives 9.4 eV.

ORCA input file:
```
! RIJCOSX wB97M-V def2-TZVPD def2/J DEFGRID3
* xyz 0 1
Cl -2.429 0.171 -0.658
O -2.897 2.976 -0.654
O -0.905 3.591 -1.035
N 1.072 2.235 -2.076
N -1.794 2.569 -0.883
N -1.293 1.409 -0.938
N 1.260 0.124 -0.951
C 0.025 -2.554 1.971
C -0.232 -1.270 2.168
C 0.226 -0.298 1.271
C 0.841 -0.677 0.103
C 1.040 1.075 -1.651
C 1.189 -2.050 -0.113
C 0.720 -2.953 0.816
H 1.712 -2.322 -1.010
H 0.942 -4.109 0.731
H 0.153 0.698 1.354
H -0.086 3.017 -1.326
H -0.717 -1.042 3.022
H -0.354 -3.164 2.779
H 1.527 2.574 -2.921
*
```

=====

[2]
C7H7ClS | ωB97M-V/def2-TZVPD

The energy above the lowest of the compared OMol25 structures with the same formula, charge and spin is 4.550 eV. Its expectation value of S² is 2.020. For the LUMO energy (spin up / spin down), the calculation gives 0.1287 / -1.8597 eV. The largest force on an atom is 5.30 eV Å⁻¹. For the frontier orbital gap (spin up / spin down), the calculation gives 6.6 / 6.5 eV.

ORCA input file:
```
! RIJCOSX wB97M-V def2-TZVPD def2/J DEFGRID3
* xyz 0 3
Cl -4.093 0.010 -0.021
S -1.329 -0.247 0.005
C 0.638 -2.120 0.660
C -2.633 0.837 -0.071
C 1.184 0.081 -0.570
C -0.432 -1.992 -0.377
C 0.105 2.234 0.126
C 0.144 0.855 -0.139
C 0.907 -1.391 -0.622
H 2.173 0.524 -0.615
H -0.386 2.772 -0.640
H -0.344 2.566 1.019
H 1.030 2.678 0.042
H 1.618 -1.968 -1.188
H 0.377 -1.634 1.664
H 1.039 -3.203 0.728
*
```